Entry from the Open Molecules 2025 dataset: a molecular structure, C42H40AsN3O5PS6SeTeTl in a non-equilibrium geometry (the ωB97M-V functional and the def2-TZVPD basis).

```
101
Properties=species:S:1:pos:R:3:mulliken_charge:R:1
Tl -0.37057 4.28346 3.66600 0.89
S -3.58646 5.30642 5.59853 -0.47
As -2.39589 1.93772 5.16536 0.26
S -3.56197 3.62713 4.35793 -0.10
S -2.48151 0.43623 3.85649 -0.29
S -1.14426 2.15037 6.62534 -0.25
C -0.82181 -6.54120 -5.21514 -1.50
C -0.14642 -6.30107 -3.84509 0.88
C -0.88053 -6.18197 -2.64848 -0.73
C -0.26034 -5.82611 -1.47113 -0.02
C 1.06195 -5.51503 -1.46261 0.20
C 1.84701 -5.78468 -2.55109 -0.16
C 1.26952 -6.10656 -3.73904 -0.72
S 1.76213 -5.00954 0.19446 0.48
O 2.94392 -5.88287 0.49683 -0.75
C 2.50940 -3.49647 -0.28213 0.41
C 3.79002 -3.33367 0.22975 -1.18
C 4.46077 -2.12504 -0.02966 -1.05
C 3.86595 -1.03885 -0.74293 1.45
C 4.52622 0.17459 -0.80295 -1.22
C 3.89181 1.24550 -1.35410 -0.58
C 2.67215 1.04566 -2.08931 -1.14
C 1.96469 -0.05112 -1.78585 -0.14
C 2.55161 -1.19505 -1.16782 0.09
C 1.81384 -2.35604 -0.89452 0.50
C 0.36546 -2.48111 -1.42073 0.29
C 0.30937 -2.53096 -2.84897 0.35
C 1.40683 -2.67622 -3.63193 -0.64
C 1.19073 -2.74281 -5.05227 -0.81
C -0.01225 -2.79618 -5.66704 -0.75
C -1.17220 -2.66499 -4.89872 -0.83
C -1.02094 -2.61930 -3.43520 0.41
C -2.12014 -2.41369 -2.64541 -0.65
C -2.08046 -2.22564 -1.28553 -1.52
C -0.74216 -2.29069 -0.69494 0.66
S -0.77207 -2.02643 1.12592 0.64
O -2.22748 -1.99530 1.48611 -0.75
C -0.25546 -0.33373 0.95998 0.75
C 1.00393 0.07470 1.42360 -2.18
C 1.44319 1.36263 1.11505 -0.53
C 0.63161 2.29739 0.41631 0.82
C 1.09228 3.61214 -0.12340 -0.98
C -0.63446 1.86443 0.07478 0.15
C -1.05351 0.59005 0.29709 -0.31
H -1.97619 -6.57428 -5.21432 0.31
H -0.46016 -7.41073 -5.69943 0.45
H -0.71837 -5.70277 -6.10442 0.15
H -1.96692 -6.41999 -2.70407 0.27
H -1.00557 -5.90472 -0.65183 0.28
H 2.94654 -5.75065 -2.48492 0.41
H 1.82748 -6.46149 -4.59183 0.43
H 4.36860 -4.09158 0.62153 0.83
H 5.50619 -1.98260 0.30412 0.33
H 5.40994 0.30631 -0.27451 0.52
H 4.22326 2.23757 -1.46229 0.47
H 2.17467 1.89615 -2.58369 0.47
H 0.98733 -0.15581 -2.18533 0.55
H 2.41156 -2.62550 -3.37919 0.64
H 2.19311 -2.80218 -5.44126 0.41
H -0.09216 -3.01183 -6.77118 0.34
H -2.11809 -2.74906 -5.46418 0.33
H -3.11154 -2.47480 -3.09822 0.35
H -2.85594 -1.89532 -0.67935 0.88
H 1.66560 -0.60393 1.89264 1.33
H 2.49494 1.79964 1.39841 0.33
H 2.08836 3.91246 0.26261 0.35
H 0.39395 4.42705 0.21060 0.01
H 1.09340 3.60960 -1.30900 0.05
H -1.32552 2.56646 -0.46121 -0.04
H -1.98336 0.26107 -0.18425 0.32
N 2.23564 0.17633 4.15179 0.18
C 1.28851 -0.78219 4.21914 -0.17
C 1.94670 -2.01530 4.16012 -0.63
N 3.32327 -1.73294 3.99857 -0.68
C 3.40821 -0.42199 3.89283 -0.17
H 2.07635 1.14641 4.09046 0.16
H 0.28495 -0.51555 4.44106 0.46
H 1.56429 -3.02333 3.92196 0.44
H 4.28969 0.15004 3.77793 0.52
C -4.58980 8.21495 2.60928 -1.13
C -3.26900 7.47787 2.57717 0.47
O -2.96488 7.07055 1.19837 -0.18
P -2.29784 5.67754 0.78737 -0.13
O -0.95594 5.49965 1.42278 -0.68
Te -2.59852 5.54860 -1.56565 -0.47
O -3.24505 4.67957 1.63344 0.39
C -4.55262 4.27158 1.26290 -0.81
C -4.56870 2.82894 0.98257 -0.71
H -4.83973 8.47964 3.67262 0.31
H -5.41719 7.56243 2.13918 0.22
H -4.58764 9.12292 2.04578 0.34
H -3.16761 6.61615 3.29110 -0.22
H -2.42970 8.16868 2.93051 0.23
H -4.88305 4.81568 0.37740 0.53
H -5.26413 4.50386 2.05129 0.26
H -3.81261 2.55204 0.20118 0.01
H -5.53146 2.53814 0.55936 0.44
H -4.48518 2.25598 1.90506 0.14
Se 4.72506 3.87833 5.57246 -0.34
C 3.24613 3.70901 4.55345 0.04
N 2.26720 3.68122 3.88946 -0.62
```

Values from the calculation:
Net charge   -2
E_LUMO   2.987 eV
E_HOMO   -0.1053 Eh
Gap between HOMO and LUMO   5.85 eV
E_tot   -9973.232022 a.u.